1.
{"formula": "C2H11N2O", "method": "the ωB97M-V functional and the def2-TZVPD basis", "multiplicity": 2, "orbital_gap_ev": [13.330, 6.969], "total_charge": 2, "s2": 0.755, "e_lumo_ev": [-7.971, -14.287], "mol_weight_g_mol": 79.12, "de_lowest_kcal_mol": 41.9, "homo_energy_ev": [-21.30, -21.26], "total_energy_ha": -266.7688, "elements": ["C", "N", "H", "H", "H", "H", "H", "H", "N", "C", "O", "H", "H", "H", "H", "H"], "positions_angstrom": [[2.343, 0.565, 0.264], [1.034, 1.345, 0.306], [2.586, 0.118, 1.274], [2.173, -0.197, -0.476], [3.082, 1.255, -0.091], [1.107, 2.244, 0.791], [0.213, 0.666, 0.702], [0.780, 1.444, -0.678], [-1.824, -0.861, -1.207], [-1.567, -1.275, 0.146], [-0.988, -0.097, 0.887], [-1.235, -1.294, -1.933], [-2.808, -0.830, -1.491], [-2.422, -1.608, 0.679], [-0.785, -2.040, 0.157], [-1.690, 0.567, 0.670]]}

=====

2.
{"formula": "C25H43AsMoNO5Si4Te", "method": "the ωB97M-V functional and the def2-TZVPD basis", "orbital_gap_ev": 5.932, "total_charge": 3, "e_lumo_ev": -9.530, "mol_weight_g_mol": 848.43, "de_lowest_kcal_mol": 13.5, "homo_energy_ev": -15.46, "total_energy_ha": -5138.5226, "elements": ["Mo", "O", "C", "C", "C", "N", "C", "C", "C", "O", "O", "C", "O", "O", "H", "H", "H", "C", "Si", "C", "C", "Si", "Te", "Si", "C", "C", "C", "Si", "C", "C", "C", "H", "H", "H", "H", "H", "H", "H", "H", "H", "H", "H", "H", "H", "H", "H", "H", "H", "H", "H", "H", "H", "H", "H", "H", "H", "H", "H", "C", "As", "C", "C", "C", "C", "C", "C", "C", "C", "H", "H", "H", "H", "H", "H", "H", "H", "H", "H", "H", "H", "H"], "positions_angstrom": [[-0.114, 1.827, -1.075], [0.025, 7.468, -3.434], [0.066, 6.253, -2.920], [1.249, 5.605, -2.525], [1.137, 4.358, -1.966], [-0.041, 3.759, -1.808], [-1.166, 4.345, -2.225], [-1.169, 5.591, -2.785], [-2.342, 3.423, -2.017], [-3.484, 3.641, -2.167], [-1.836, 2.184, -1.556], [2.249, 3.461, -1.477], [3.392, 3.701, -1.369], [1.674, 2.225, -1.113], [0.893, 7.892, -3.504], [2.224, 6.061, -2.650], [-2.085, 6.064, -3.114], [-0.192, -3.762, 3.243], [-1.479, -4.357, 2.118], [-1.234, -5.875, 1.169], [-2.971, -3.351, 1.914], [0.457, -2.355, -1.882], [-0.114, -0.688, -0.159], [-1.377, -2.964, -3.315], [-0.978, -1.996, -4.842], [-1.266, -4.805, -3.510], [-2.925, -2.411, -2.453], [2.731, -3.121, -1.753], [3.447, -2.511, -3.346], [2.602, -4.973, -1.653], [3.471, -2.370, -0.230], [-0.603, -3.653, 4.253], [0.134, -2.770, 2.910], [0.668, -4.429, 3.290], [-1.180, -6.726, 1.860], [-0.280, -5.847, 0.633], [-2.049, -6.055, 0.467], [-3.175, -2.785, 2.825], [-3.846, -3.954, 1.662], [-2.799, -2.636, 1.099], [0.001, -2.260, -5.247], [-0.994, -0.921, -4.645], [-1.721, -2.201, -5.617], [-0.235, -5.161, -3.567], [-1.758, -5.110, -4.438], [-1.770, -5.321, -2.691], [-2.752, -1.531, -1.829], [-3.333, -3.210, -1.830], [-3.689, -2.147, -3.188], [2.940, -2.947, -4.210], [4.500, -2.801, -3.399], [3.401, -1.423, -3.427], [1.822, -5.388, -2.294], [2.434, -5.305, -0.627], [3.550, -5.409, -1.982], [3.052, -1.386, -0.011], [4.549, -2.249, -0.364], [3.314, -3.015, 0.636], [-0.687, 4.391, 1.515], [-0.399, 2.496, 1.283], [-1.944, 1.734, 2.141], [1.166, 2.088, 2.378], [0.893, 2.434, 3.815], [1.177, 3.705, 4.307], [0.898, 4.025, 5.628], [0.336, 3.076, 6.470], [0.069, 1.799, 5.993], [0.341, 1.483, 4.670], [-0.814, 4.591, 2.577], [-1.590, 4.692, 0.985], [0.162, 4.961, 1.141], [-2.198, 2.372, 2.985], [-1.740, 0.726, 2.493], [-2.768, 1.720, 1.429], [1.984, 2.677, 1.963], [1.398, 1.034, 2.240], [1.646, 4.442, 3.663], [1.131, 5.013, 6.004], [0.113, 3.328, 7.498], [-0.340, 1.049, 6.659], [0.144, 0.481, 4.300]]}

=====

3.
{"formula": "C4H10Cl2NP", "method": "the ωB97M-V functional and the def2-TZVPD basis", "orbital_gap_ev": [7.244, 7.234], "total_charge": 0, "e_lumo_ev": [-2.023, -2.025], "mol_weight_g_mol": 174.01, "de_lowest_kcal_mol": 161.2, "homo_energy_ev": [-9.27, -9.26], "total_energy_ha": -1474.6850, "elements": ["C", "C", "C", "C", "N", "P", "Cl", "Cl", "H", "H", "H", "H", "H", "H", "H", "H", "H", "H"], "positions_angstrom": [[1.856, -0.949, 0.749], [1.042, 0.132, -1.406], [0.819, -1.146, -0.428], [-1.170, 0.520, 0.621], [-2.117, -0.164, 0.363], [-1.111, 2.257, 0.635], [-3.997, 0.983, -0.378], [-2.637, -1.794, 0.014], [2.822, -1.396, 0.600], [1.996, 0.119, 0.823], [1.419, -1.253, 1.652], [1.985, 0.619, -1.109], [1.082, -0.044, -2.474], [0.272, 0.870, -1.174], [-0.223, -1.318, -0.178], [1.151, -2.084, -1.027], [-0.768, 2.203, 2.003], [-2.422, 2.446, 0.714]]}

=====

4.
{"formula": "C24H22Br43N3OS", "method": "the ωB97M-V functional and the def2-TZVPD basis", "orbital_gap_ev": 8.413, "total_charge": 0, "e_lumo_ev": -0.974, "mol_weight_g_mol": 3836.40, "homo_energy_ev": -9.39, "total_energy_ha": -112247.8726, "elements": ["N", "C", "C", "C", "C", "C", "N", "S", "N", "C", "C", "C", "C", "C", "O", "Br", "H", "H", "H", "H", "H", "H", "H", "H", "C", "Br", "Br", "Br", "H", "C", "Br", "Br", "Br", "H", "C", "Br", "Br", "Br", "H", "C", "Br", "Br", "Br", "H", "C", "Br", "Br", "Br", "H", "C", "Br", "Br", "Br", "H", "C", "Br", "Br", "Br", "H", "C", "Br", "Br", "Br", "H", "C", "Br", "Br", "Br", "H", "C", "Br", "Br", "Br", "H", "C", "Br", "Br", "Br", "H", "C", "Br", "Br", "Br", "H", "C", "Br", "Br", "Br", "H", "C", "Br", "Br", "Br", "H"], "positions_angstrom": [[-4.295, 2.447, -2.083], [-3.685, 2.965, -1.106], [-2.692, 2.277, -0.211], [-1.856, 1.245, -0.914], [-1.829, -0.001, -0.369], [-1.129, -1.057, -0.999], [-1.027, -2.323, -0.591], [-0.128, -3.055, -1.700], [0.196, -1.843, -2.684], [-0.430, -0.775, -2.177], [-0.448, 0.523, -2.710], [-1.125, 1.532, -2.106], [-1.074, 2.897, -2.730], [0.348, 3.309, -2.955], [1.292, 2.803, -2.479], [0.599, 4.871, -4.112], [-4.010, 1.468, -2.193], [-3.905, 4.001, -0.887], [-2.050, 3.023, 0.251], [-3.229, 1.808, 0.605], [-2.358, -0.198, 0.543], [0.093, 0.725, -3.619], [-1.479, 3.706, -2.131], [-1.619, 2.912, -3.663], [-0.510, 7.261, -1.098], [-1.143, 8.985, -0.543], [1.288, 6.939, -0.523], [-1.687, 5.847, -0.523], [-0.508, 7.251, -2.179], [3.196, 3.643, 0.375], [3.886, 2.189, -0.661], [2.894, 3.166, 2.212], [4.332, 5.192, 0.227], [2.234, 3.905, -0.043], [-3.638, -2.251, 3.414], [-2.786, -2.560, 1.727], [-4.161, -0.406, 3.559], [-5.096, -3.458, 3.764], [-2.889, -2.423, 4.175], [-4.009, -2.709, -3.885], [-3.659, -1.494, -2.432], [-5.172, -4.145, -3.346], [-4.674, -1.793, -5.438], [-3.063, -3.154, -4.157], [3.944, 9.637, 0.576], [3.109, 11.299, 1.061], [4.295, 9.544, -1.310], [5.537, 9.308, 1.601], [3.244, 8.849, 0.811], [-2.504, -6.578, -0.680], [-2.858, -7.861, -2.064], [-2.948, -7.261, 1.063], [-0.692, -5.932, -0.765], [-3.148, -5.728, -0.859], [-7.354, -1.747, 0.695], [-6.333, -0.528, -0.386], [-9.241, -1.412, 0.550], [-6.924, -3.575, 0.285], [-7.074, -1.575, 1.725], [3.453, -5.079, -3.335], [4.551, -3.817, -4.282], [1.579, -4.738, -3.619], [3.916, -6.892, -3.766], [3.644, -4.940, -2.282], [-0.157, -5.399, 3.565], [0.642, -6.811, 2.535], [-0.538, -5.957, 5.366], [0.920, -3.809, 3.519], [-1.102, -5.161, 3.096], [4.316, -1.265, 3.631], [4.615, -3.162, 3.637], [5.521, -0.371, 2.431], [2.476, -0.816, 3.251], [4.529, -0.906, 4.626], [5.302, -9.829, -6.607], [6.497, -9.689, -5.106], [3.693, -10.772, -6.141], [4.915, -8.104, -7.359], [5.806, -10.407, -7.366], [-0.950, 1.061, 5.818], [-1.050, 1.229, 3.904], [-2.570, 1.637, 6.677], [-0.483, -0.730, 6.343], [-0.161, 1.720, 6.147], [-2.221, -4.012, 8.428], [-0.388, -3.411, 8.370], [-3.252, -3.500, 6.890], [-2.321, -5.907, 8.737], [-2.678, -3.528, 9.278], [8.372, 10.790, -2.540], [9.339, 10.361, -0.934], [7.674, 9.210, -3.389], [6.992, 12.084, -2.208], [9.074, 11.237, -3.227]]}

=====

5.
{"formula": "C6H4", "method": "the ωB97M-V functional and the def2-TZVPD basis", "orbital_gap_ev": 8.809, "total_charge": 0, "e_lumo_ev": 0.030, "mol_weight_g_mol": 76.10, "de_lowest_kcal_mol": 92.2, "homo_energy_ev": -8.78, "total_energy_ha": -230.7298, "elements": ["C", "C", "C", "C", "C", "C", "H", "H", "H", "H"], "positions_angstrom": [[2.034, -0.255, 0.269], [1.146, 0.734, 0.250], [0.758, -0.772, -0.233], [-0.403, -0.042, -0.687], [-0.147, 1.328, -0.146], [-0.620, -1.283, 0.091], [-0.826, 1.574, 0.668], [-0.051, 2.158, -0.840], [-0.916, -2.142, -0.493], [-0.976, -1.301, 1.122]]}